(1)
Below is one molecule with the formula C4H11N3O at a distorted geometry, with properties calculated with ωB97M-V/def2-TZVPD.

Structure (XYZ):
```
19
Properties=species:S:1:pos:R:3:forces:R:3
C -2.207347 0.730809 -0.142154 0.052 -0.386 -0.018
C -1.082641 0.136873 0.651727 1.118 -1.618 -1.155
C -0.824391 -1.330148 0.647998 0.120 -0.402 -0.889
C 0.210289 -0.634871 -0.204265 -2.559 3.335 2.192
O 0.099741 -0.414715 -1.594841 0.130 -0.686 0.782
N 1.380323 -0.101160 0.428533 -0.251 1.144 -0.595
N 2.541236 -0.695469 -0.117219 0.176 -0.338 -0.042
N 1.364856 1.337209 0.264876 1.651 -1.295 0.057
H -3.164353 0.438248 0.293791 -0.132 0.070 -0.003
H -2.155732 1.818821 -0.150801 0.038 0.014 -0.100
H -2.180933 0.354820 -1.164141 -0.051 0.126 -0.092
H -0.892366 0.632517 1.596566 0.600 0.010 -0.250
H -0.440989 -1.768593 1.558202 -0.041 -0.200 -0.036
H -1.520843 -1.928842 0.073743 -0.096 -0.307 0.158
H 0.374904 -1.226824 -2.033681 -0.020 -0.068 -0.123
H 3.319070 -0.470476 0.493447 -0.104 0.021 -0.144
H 2.745167 -0.333006 -1.051745 -0.064 0.116 0.262
H 1.237921 1.819679 1.148879 -0.267 0.099 -1.060
H 1.196085 1.635130 -0.698914 -0.301 0.365 1.058
```
Forces are in eV/Å.

Computed properties:
LUMO energy: 0.9 eV
energy relative to the best compared isomer or geometry (same formula, charge and spin): 455.90 kJ/mol
net charge: 0
frontier orbital gap: 8.904 eV
F_max: 4.74 eV Å⁻¹


(2)
Below is a 2-piece molecular cluster, C4H11N3O overall at a distorted geometry, with properties calculated with ωB97M-V/def2-TZVPD.

Structure (XYZ):
```
19
Properties=species:S:1:pos:R:3:forces:R:3
C 2.240469 -0.767490 -0.660049 -0.894 0.121 0.571
C 1.192003 -0.235914 -0.005965 1.449 -2.469 0.736
N -0.041732 -0.959837 0.272393 0.269 1.314 -0.661
C -0.040664 -2.391209 0.487071 0.788 -0.221 -0.711
H 3.236405 -0.381297 -0.533838 0.099 0.483 -0.208
H 2.178502 -1.684693 -1.221249 -0.192 -0.180 -0.169
H 1.433951 0.565310 0.685006 -0.476 0.344 -0.333
H -0.750831 -0.736604 -0.419332 0.090 -0.035 0.267
H 0.634630 -2.665445 1.297913 -0.095 0.081 0.069
H -1.052093 -2.731650 0.702004 -0.011 0.132 0.133
H 0.299907 -2.912107 -0.415849 -0.020 -0.330 0.117
N -0.898685 2.434558 -1.169378 0.094 0.142 -0.887
N -0.581098 2.082194 0.155181 -1.796 -1.715 1.179
C -1.363750 1.056781 0.814928 -0.190 3.100 -0.953
O -2.306028 0.522881 0.258043 0.598 0.268 0.364
H -1.461365 3.280590 -1.242280 -0.044 -0.105 0.515
H -1.480770 1.704403 -1.581043 0.280 -0.048 0.403
H -0.145853 2.821772 0.694265 0.032 -0.487 -0.120
H -1.092997 0.997757 1.882181 0.018 -0.395 -0.311
```
Forces are in eV/Å.

Computed properties:
LUMO energy: 0.9 eV
energy relative to the best compared isomer or geometry (same formula, charge and spin): 365.78 kJ/mol
net charge: 0
frontier orbital gap: 9.577 eV
F_max: 3.25 eV Å⁻¹


(3)
Below is one molecule with the formula C4H11N3O at a distorted geometry, with properties calculated with ωB97M-V/def2-TZVPD.

Structure (XYZ):
```
19
Properties=species:S:1:pos:R:3:forces:R:3
N -2.578133 -1.468011 -0.465342 -0.958 -0.954 1.068
C -2.278292 -0.046107 -0.394489 -1.135 0.399 -0.678
N -0.924986 0.288267 -0.067069 -0.820 -0.464 -2.445
C -0.201619 1.061940 -1.054397 0.757 1.673 1.860
C 1.300968 0.996406 -0.681621 0.826 -3.379 -2.011
N 1.540948 -0.508521 -0.129481 -0.239 1.074 -0.517
C 1.727162 -0.631286 1.243737 0.116 4.039 -2.284
O 1.943551 0.445019 1.795060 0.058 -1.312 1.479
H -2.708562 -1.970156 0.435852 -0.439 1.348 -0.333
H -1.804034 -1.995554 -0.753835 1.506 -0.469 -1.405
H -2.489642 0.433578 -1.451171 0.134 -0.944 2.095
H -3.032175 0.295544 0.348833 0.487 0.506 -0.568
H -0.672228 0.454538 0.863420 0.172 0.466 1.312
H -0.646647 2.108553 -1.132970 0.966 -0.911 -0.062
H -0.100143 0.667761 -2.039779 -1.355 -0.858 -0.736
H 1.795748 1.740589 -0.123409 -0.021 0.430 1.314
H 1.869996 0.988608 -1.668483 -0.592 -0.016 1.190
H 0.945596 -1.182349 -0.634518 0.647 0.456 0.629
H 1.739569 -1.569112 1.749443 -0.112 -1.085 0.092
```
Forces are in eV/Å.

Computed properties:
LUMO energy: 0.9 eV
energy relative to the best compared isomer or geometry (same formula, charge and spin): 273.43 kJ/mol
net charge: 0
frontier orbital gap: 9.592 eV
F_max: 4.64 eV Å⁻¹


(4)
Below is a 2-piece molecular cluster, C4H11N3O overall, with properties calculated with ωB97M-V/def2-TZVPD.

Structure (XYZ):
```
19
Properties=species:S:1:pos:R:3:forces:R:3
C 2.348374 -0.226022 -1.915079 0.010 -0.046 0.048
N 1.452169 -0.202912 -0.758901 0.177 0.183 0.708
C 1.455415 1.014996 0.212123 -0.024 -0.671 -0.236
O 1.465851 0.300227 1.364673 0.006 0.322 0.108
H 2.059399 0.528027 -2.649995 -0.008 -0.038 0.053
H 3.368227 -0.022198 -1.587409 -0.053 -0.020 0.002
H 2.317023 -1.207153 -2.389457 0.008 0.049 0.028
H 1.687007 -0.670612 0.323290 -0.140 0.183 -0.821
H 0.471830 -0.440264 -0.978898 0.143 0.038 0.047
H 0.562090 1.626071 0.005868 0.040 0.008 0.087
H 2.368360 1.595397 -0.009798 -0.088 -0.007 -0.013
H -2.280647 -0.955630 -0.828716 0.003 0.034 0.114
N -1.383375 -0.720312 -0.402092 -0.143 0.014 0.143
C -1.469344 -0.576068 0.862279 0.219 0.081 -0.212
N -2.604986 -0.772040 1.629188 -0.348 -0.073 0.103
C -3.483106 0.108663 1.833558 0.130 -0.040 -0.151
H -0.553104 -0.360819 1.427675 -0.038 0.036 -0.031
H -3.426441 1.124284 1.429539 0.062 -0.050 -0.003
H -4.354742 -0.143635 2.432151 0.046 -0.004 0.026
```
Forces are in eV/Å.

Computed properties:
LUMO energy: 0.9 eV
energy relative to the best compared isomer or geometry (same formula, charge and spin): 392.03 kJ/mol
net charge: 0
frontier orbital gap: 9.347 eV
F_max: 0.85 eV Å⁻¹


(5)
Below is one molecule with the formula C4H11N3O at a distorted geometry, with properties calculated with ωB97M-V/def2-TZVPD.

Structure (XYZ):
```
19
Properties=species:S:1:pos:R:3:forces:R:3
C -1.634646 1.241828 -0.370828 -0.296 0.537 -0.169
C -1.322859 -0.195260 -0.008757 1.727 1.298 2.907
C -0.718369 -0.195408 1.643842 -2.402 -0.405 -1.300
C -0.220845 -0.890925 -0.719470 2.028 -1.790 0.381
O -0.367545 -1.993327 -1.260059 0.476 1.873 0.475
N 1.108503 -0.431474 -0.377397 -1.346 -0.867 -0.381
N 1.427965 0.915242 -0.378953 -0.296 0.671 -0.126
N 2.176887 -1.279020 -0.628694 -1.386 -0.343 -0.550
H -0.816820 1.928232 -0.143773 -0.005 -0.283 -0.126
H -2.496094 1.594699 0.210312 0.051 -0.199 -0.165
H -1.884408 1.336432 -1.432549 -0.030 0.038 0.067
H -2.222442 -0.812237 -0.092818 0.352 -0.011 0.277
H -1.112536 -1.149623 1.991875 0.071 0.087 0.451
H -1.195311 0.622605 2.182800 -0.530 -0.091 -0.128
H 0.315057 -0.119058 1.977772 0.246 -0.139 -1.241
H 1.762434 1.167113 -1.309062 0.141 0.129 0.091
H 2.198867 1.037610 0.273324 -0.213 0.191 -0.066
H 2.050935 -1.699985 -1.550146 1.404 -0.051 0.588
H 2.951228 -1.077448 -0.007418 0.007 -0.644 -0.986
```
Forces are in eV/Å.

Computed properties:
LUMO energy: 0.8 eV
energy relative to the best compared isomer or geometry (same formula, charge and spin): 382.86 kJ/mol
net charge: 0
frontier orbital gap: 9.107 eV
F_max: 3.62 eV Å⁻¹


(6)
Below is a 2-piece molecular cluster, C4H11N3O overall at a distorted geometry, with properties calculated with ωB97M-V/def2-TZVPD.

Structure (XYZ):
```
19
Properties=species:S:1:pos:R:3:forces:R:3
C 2.699466 0.148097 0.462646 -2.302 -0.195 2.476
C 1.681094 -0.965531 0.248694 0.692 -3.945 1.252
C 0.651072 -0.735492 -0.861851 -0.824 -2.676 0.550
N 0.043587 0.464605 -0.558195 -2.108 3.414 1.502
N -1.180356 0.528904 -0.310740 3.057 -3.338 -0.345
C -1.648872 1.697206 0.269452 -0.675 3.664 -2.032
H 2.560974 0.639955 -0.423282 0.813 2.002 -2.153
H 2.389527 0.794936 1.283713 -0.127 0.323 -0.190
H 3.678546 -0.148583 0.722096 1.044 -0.642 -0.268
H 0.983148 -1.329702 1.142333 2.069 0.861 -1.343
H 2.442906 -1.845490 -0.039779 -2.420 1.164 0.431
H 1.100139 -0.689274 -1.795171 1.166 0.412 -1.900
H -0.076616 -1.583761 -0.935368 0.421 0.394 0.279
H -0.860674 2.504412 0.356613 -0.629 -0.825 -0.250
H -2.374734 1.971473 -0.611105 0.533 0.392 2.216
H -2.120828 1.626326 1.256045 -0.268 -0.642 -0.605
N -3.053224 -0.831796 0.255687 -2.278 -1.794 -1.079
O -4.205192 -0.545207 -0.050718 2.346 -0.388 0.341
H -2.709972 -1.701087 -0.411075 -0.509 1.819 1.119
```
Forces are in eV/Å.

Computed properties:
LUMO energy (spin up / spin down): 0.3 / 0.3 eV
energy relative to the best compared isomer or geometry (same formula, charge and spin): 680.48 kJ/mol
net charge: 0
frontier orbital gap (spin up / spin down): 9.001 / 9.001 eV
F_max: 4.54 eV Å⁻¹


(7)
Below is a 2-piece molecular cluster, C4H11N3O overall at a distorted geometry, with properties calculated with ωB97M-V/def2-TZVPD.

Structure (XYZ):
```
19
Properties=species:S:1:pos:R:3:forces:R:3
C 1.132882 -1.083287 2.900331 1.231 1.126 0.754
C -0.989071 -0.071616 -0.813597 -5.347 0.876 -4.248
C 0.870250 -0.437935 0.554444 -1.217 3.066 0.392
C -0.311884 1.697364 0.815774 -2.587 -4.365 2.837
N 0.461028 -1.081393 1.817419 0.862 -0.571 0.921
N -0.278383 0.394387 0.145548 5.598 1.754 5.095
N -0.447794 -0.293579 -2.903750 2.963 1.209 -2.981
O 1.781880 -0.896954 3.810275 -0.688 -0.545 -0.674
H -0.981374 -1.120793 -0.864544 -0.525 -1.524 -0.218
H -1.856959 0.557113 -1.171634 0.954 -1.048 0.737
H 1.756586 0.205626 0.679537 -0.266 -0.514 0.297
H 0.994271 -1.122215 -0.209297 0.623 -1.848 -1.113
H -1.319280 1.877616 1.162633 -0.635 0.366 -0.416
H 0.162377 1.490169 1.765236 0.884 0.941 -0.022
H -0.000721 2.400888 0.187872 1.699 3.287 -2.268
H -0.284887 -1.738160 1.815590 -1.114 -0.742 -0.289
H 0.579956 -0.199676 -2.733335 -1.068 -0.566 0.268
H -0.625873 0.537002 -3.496375 -0.880 -0.062 0.713
H -0.643005 -1.114557 -3.462128 -0.486 -0.837 0.216
```
Forces are in eV/Å.

Computed properties:
multiplicity: 3
LUMO energy (spin up / spin down): -8.8 / -12.4 eV
energy relative to the best compared isomer or geometry (same formula, charge and spin): 111.40 kJ/mol
net charge: +2
<S²>: 2.008
frontier orbital gap (spin up / spin down): 5.399 / 7.187 eV
F_max: 7.77 eV Å⁻¹